A structure of composition C20H28NO2V at a distorted geometry. Source: the Open Molecules 2025 dataset; level of theory: the ωB97M-V functional and the def2-TZVPD basis.

Computed properties:
- expectation value of S² = 2.0357
- HOMO energy (spin up / spin down) (eV) = -8.36 / -8.79
- 2S+1 = 3
- electronic energy (Ha) = -1928.02245
- LUMO energy (spin up / spin down) (eV) = 0.3 / 0.1
- relative energy (zero: lowest compared OMol25 entry of this formula, charge and spin) (kJ/mol) = 0.0

```
52
C20H28NO2V, DFT the ωB97M-V functional and the def2-TZVPD basis
O 0.109 0.090 -3.080
C 0.281 1.368 -3.764
C 0.235 0.745 -5.162
H 1.250 1.796 -3.467
H -0.543 2.050 -3.544
C 0.233 -0.583 -4.370
H 1.126 0.904 -5.774
H -0.708 0.892 -5.687
C 1.542 -1.317 -4.572
H 2.399 -0.670 -4.350
H 1.614 -1.625 -5.627
H 1.569 -2.219 -3.950
C -0.957 -1.482 -4.600
H -1.884 -0.960 -4.338
H -0.835 -2.370 -3.971
H -0.995 -1.789 -5.652
V -0.412 -0.352 3.158
C -2.083 -0.705 4.515
C -1.957 0.717 4.648
C -2.225 1.305 3.380
H -1.771 1.242 5.584
C -2.492 0.258 2.437
C -2.427 -0.999 3.134
H -2.652 -1.978 2.713
H -2.055 -1.415 5.338
H -2.274 2.374 3.175
H -2.797 0.382 1.398
C 0.868 -1.598 4.646
C 0.086 -2.394 3.728
C 0.590 -2.160 2.392
H -0.668 -3.124 4.001
C 1.725 -1.272 2.515
C 1.892 -0.942 3.896
H 2.702 -0.358 4.325
H 0.769 -1.599 5.730
H 0.234 -2.635 1.485
H 2.379 -0.983 1.696
O 1.743 0.693 -1.232
C 0.575 0.004 -0.693
C -0.554 1.020 -0.473
H 0.889 -0.419 0.282
H 0.258 -0.833 -1.314
C 0.167 2.381 -0.518
H -1.034 0.851 0.499
H -1.315 0.926 -1.256
C 1.639 2.053 -0.752
H 0.024 2.918 0.417
H -0.233 2.987 -1.334
H 2.179 2.150 0.202
H 2.089 2.724 -1.492
N 1.139 2.489 2.811
C 0.564 1.464 2.867
```

=====

A structure of composition C14H21AuB2N7S2. Source: the Open Molecules 2025 dataset; level of theory: the ωB97M-V functional and the def2-TZVPD basis.

Computed properties:
- HOMO energy (eV) = -11.87
- electronic energy (Ha) = -1910.96016
- total charge = +1
- LUMO energy (eV) = -6.0
- relative energy (zero: lowest compared OMol25 entry of this formula, charge and spin) (kJ/mol) = 46.2

```
47
C14H21AuB2N7S2, DFT the ωB97M-V functional and the def2-TZVPD basis
Au -0.153 0.103 -1.541
C 2.248 2.528 -3.596
N 2.401 2.908 -2.191
C 2.583 4.183 -1.723
C 2.626 4.102 -0.366
N 2.478 2.787 -0.018
B 2.493 2.214 1.429
N 1.040 1.683 1.852
C 0.884 1.170 3.102
C -0.400 0.721 3.231
N -1.015 0.958 2.047
C -2.406 0.624 1.725
C -0.132 1.559 1.206
S -0.593 2.072 -0.369
C 2.338 2.075 -1.139
S 2.084 0.366 -1.193
H 2.436 3.404 -4.207
H 1.236 2.170 -3.775
H 2.958 1.745 -3.848
H 2.665 5.028 -2.384
H 2.754 4.870 0.376
H 2.812 3.092 2.183
H 3.212 1.251 1.480
H 1.695 1.167 3.810
H -0.906 0.263 4.062
H -2.813 0.055 2.556
H -2.439 0.025 0.818
H -2.987 1.530 1.580
N -0.676 -5.112 2.314
C -0.534 -4.050 1.490
C -1.410 -3.835 0.415
C -1.244 -2.733 -0.382
N -0.267 -1.825 -0.191
C 0.584 -2.034 0.828
C 0.486 -3.103 1.683
H -1.339 -5.835 2.100
H 0.023 -5.320 3.004
H -2.207 -4.535 0.201
H -1.919 -2.554 -1.210
H 1.385 -1.313 0.949
H 1.203 -3.215 2.487
B -3.923 -1.854 -3.321
C -2.831 -0.886 -2.775
N -1.970 -0.230 -2.355
H -4.659 -1.236 -4.050
H -3.301 -2.687 -3.950
H -4.500 -2.295 -2.345
```

=====

Copy entry 2 word for word.
A structure of composition C14H21AuB2N7S2. Source: the Open Molecules 2025 dataset; level of theory: the ωB97M-V functional and the def2-TZVPD basis.

Computed properties:
- HOMO energy (eV) = -11.87
- electronic energy (Ha) = -1910.96016
- total charge = +1
- LUMO energy (eV) = -6.0
- relative energy (zero: lowest compared OMol25 entry of this formula, charge and spin) (kJ/mol) = 46.2

```
47
C14H21AuB2N7S2, DFT the ωB97M-V functional and the def2-TZVPD basis
Au -0.153 0.103 -1.541
C 2.248 2.528 -3.596
N 2.401 2.908 -2.191
C 2.583 4.183 -1.723
C 2.626 4.102 -0.366
N 2.478 2.787 -0.018
B 2.493 2.214 1.429
N 1.040 1.683 1.852
C 0.884 1.170 3.102
C -0.400 0.721 3.231
N -1.015 0.958 2.047
C -2.406 0.624 1.725
C -0.132 1.559 1.206
S -0.593 2.072 -0.369
C 2.338 2.075 -1.139
S 2.084 0.366 -1.193
H 2.436 3.404 -4.207
H 1.236 2.170 -3.775
H 2.958 1.745 -3.848
H 2.665 5.028 -2.384
H 2.754 4.870 0.376
H 2.812 3.092 2.183
H 3.212 1.251 1.480
H 1.695 1.167 3.810
H -0.906 0.263 4.062
H -2.813 0.055 2.556
H -2.439 0.025 0.818
H -2.987 1.530 1.580
N -0.676 -5.112 2.314
C -0.534 -4.050 1.490
C -1.410 -3.835 0.415
C -1.244 -2.733 -0.382
N -0.267 -1.825 -0.191
C 0.584 -2.034 0.828
C 0.486 -3.103 1.683
H -1.339 -5.835 2.100
H 0.023 -5.320 3.004
H -2.207 -4.535 0.201
H -1.919 -2.554 -1.210
H 1.385 -1.313 0.949
H 1.203 -3.215 2.487
B -3.923 -1.854 -3.321
C -2.831 -0.886 -2.775
N -1.970 -0.230 -2.355
H -4.659 -1.236 -4.050
H -3.301 -2.687 -3.950
H -4.500 -2.295 -2.345
```

=====

> Which of these has the lowest electronic energy?

C20H28NO2V

=====

Copy entry 2 word for word.
A structure of composition C14H21AuB2N7S2. Source: the Open Molecules 2025 dataset; level of theory: the ωB97M-V functional and the def2-TZVPD basis.

Computed properties:
- HOMO energy (eV) = -11.87
- electronic energy (Ha) = -1910.96016
- total charge = +1
- LUMO energy (eV) = -6.0
- relative energy (zero: lowest compared OMol25 entry of this formula, charge and spin) (kJ/mol) = 46.2

```
47
C14H21AuB2N7S2, DFT the ωB97M-V functional and the def2-TZVPD basis
Au -0.153 0.103 -1.541
C 2.248 2.528 -3.596
N 2.401 2.908 -2.191
C 2.583 4.183 -1.723
C 2.626 4.102 -0.366
N 2.478 2.787 -0.018
B 2.493 2.214 1.429
N 1.040 1.683 1.852
C 0.884 1.170 3.102
C -0.400 0.721 3.231
N -1.015 0.958 2.047
C -2.406 0.624 1.725
C -0.132 1.559 1.206
S -0.593 2.072 -0.369
C 2.338 2.075 -1.139
S 2.084 0.366 -1.193
H 2.436 3.404 -4.207
H 1.236 2.170 -3.775
H 2.958 1.745 -3.848
H 2.665 5.028 -2.384
H 2.754 4.870 0.376
H 2.812 3.092 2.183
H 3.212 1.251 1.480
H 1.695 1.167 3.810
H -0.906 0.263 4.062
H -2.813 0.055 2.556
H -2.439 0.025 0.818
H -2.987 1.530 1.580
N -0.676 -5.112 2.314
C -0.534 -4.050 1.490
C -1.410 -3.835 0.415
C -1.244 -2.733 -0.382
N -0.267 -1.825 -0.191
C 0.584 -2.034 0.828
C 0.486 -3.103 1.683
H -1.339 -5.835 2.100
H 0.023 -5.320 3.004
H -2.207 -4.535 0.201
H -1.919 -2.554 -1.210
H 1.385 -1.313 0.949
H 1.203 -3.215 2.487
B -3.923 -1.854 -3.321
C -2.831 -0.886 -2.775
N -1.970 -0.230 -2.355
H -4.659 -1.236 -4.050
H -3.301 -2.687 -3.950
H -4.500 -2.295 -2.345
```

=====

> What is the electronic energy in the second record?

-1910.96016 Ha